# 1
{
  "formula": "C6H16O2",
  "method": "the ωB97M-V functional and the def2-TZVPD basis",
  "symbols": ["H", "H", "C", "C", "H", "H", "H", "H", "H", "H", "H", "H", "H", "O", "C", "H", "H", "C", "H", "H", "C", "C", "H", "O"],
  "positions_angstrom": [[1.250, 1.745, 3.035], [-2.204, -0.689, -0.934], [-1.950, -1.640, -1.432], [0.385, -1.583, -0.777], [0.446, -0.510, -0.531], [-0.462, -2.673, -2.449], [-0.525, 2.235, 0.693], [0.105, -2.138, 0.135], [-2.530, -1.712, -2.368], [-2.244, -2.473, -0.771], [-1.068, -0.714, -3.548], [-0.792, 2.263, 2.464], [0.116, 3.590, 1.674], [2.285, 2.236, 1.388], [1.120, 1.616, 1.941], [1.381, -1.926, -1.104], [0.900, 0.191, 0.294], [0.914, 0.148, 1.396], [2.159, 2.755, 0.566], [-0.041, -0.280, 1.744], [-0.555, -1.708, -1.911], [-0.073, 2.503, 1.662], [1.734, -0.520, 1.712], [-0.353, -0.718, -2.878]],
  "forces_ev_per_a": [[0.4, -0.9, -0.5], [0.2, -0.3, -0.2], [-1.9, 0.0, -0.1], [1.4, 0.2, -0.6], [-0.6, -1.9, -1.4], [0.2, 0.0, 0.5], [0.0, 0.2, 0.2], [-0.1, 0.2, -0.6], [-0.5, 0.0, 0.6], [0.2, 0.3, -0.3], [0.6, -0.2, 0.8], [-0.2, 0.3, -0.5], [0.2, -0.5, 0.2], [0.9, -0.1, -0.4], [0.1, 0.7, -0.3], [-0.1, 0.3, 0.4], [0.7, 1.2, 2.1], [0.6, 1.8, 1.2], [-0.5, -0.8, 0.8], [0.3, 0.2, -0.1], [-0.8, -1.8, -0.5], [-1.2, -0.5, -0.1], [-0.3, 0.3, -0.2], [0.4, 1.3, -0.9]],
  "gap_ev": 10.7936,
  "smiles": "CC(C)O.CC(C)O",
  "lumo_energy_ev": 0.819,
  "homo_ev": -9.974,
  "energy_ev": -10574.7382,
  "e_above_lowest_kj_mol": 174.0,
  "multiplicity": 1
}

# 2
{
  "formula": "C6H16O2",
  "method": "the ωB97M-V functional and the def2-TZVPD basis",
  "symbols": ["H", "C", "H", "C", "H", "H", "C", "H", "C", "C", "H", "H", "C", "H", "H", "O", "H", "H", "H", "H", "H", "H", "O", "H"],
  "positions_angstrom": [[0.344, -0.230, 2.034], [0.286, -0.919, 1.174], [-0.664, -0.740, 0.644], [0.343, 1.301, -2.068], [1.106, -2.504, 2.430], [1.656, 2.283, -0.601], [0.309, -2.373, 1.673], [1.120, -0.694, 0.488], [-1.026, -2.880, 2.266], [-0.683, 2.454, -2.341], [0.063, 0.557, -1.298], [-2.152, -2.531, 3.792], [1.700, 1.816, -1.599], [0.543, 0.753, -3.009], [-1.073, -3.938, 2.588], [-1.436, -2.080, 3.299], [-0.643, 3.640, -0.935], [2.036, 2.574, -2.327], [-1.815, -2.726, 1.504], [2.442, 1.000, -1.573], [0.538, -3.045, 0.824], [-1.566, 2.132, -2.925], [-1.256, 2.899, -1.123], [-0.171, 3.250, -2.915]],
  "forces_ev_per_a": [[-0.1, -0.2, -0.4], [-0.4, -0.1, 0.4], [0.4, 0.1, 0.1], [0.2, -0.1, -0.4], [-0.3, 0.0, -0.4], [0.0, -0.2, -0.3], [0.1, -0.9, 0.2], [-0.3, -0.2, 0.3], [-0.4, -0.2, -1.9], [-0.3, -2.0, -0.3], [-0.8, 0.5, -0.6], [0.7, 0.6, -0.5], [0.2, 0.5, -0.2], [-0.4, 0.2, 0.3], [0.7, 0.2, -0.5], [-0.8, 0.9, 2.7], [-1.0, -0.5, 0.8], [0.2, -0.2, 0.4], [0.4, -0.6, -0.5], [-0.3, 0.4, 0.1], [0.0, 0.2, 0.4], [0.7, -0.2, -0.1], [1.4, 1.7, 0.0], [-0.2, -0.2, 0.3]],
  "gap_ev": 10.8289,
  "smiles": "CCCO.CCCO",
  "lumo_energy_ev": 0.915,
  "homo_ev": -9.914,
  "energy_ev": -10575.4100,
  "e_above_lowest_kj_mol": 109.1,
  "multiplicity": 1
}

# 3
{
  "formula": "C6H16O3SSi",
  "method": "the ωB97M-V functional and the def2-TZVPD basis",
  "symbols": ["C", "H", "H", "H", "C", "H", "H", "Si", "S", "O", "C", "H", "O", "H", "C", "H", "H", "O", "C", "H", "H", "H", "H", "C", "H", "H", "H"],
  "positions_angstrom": [[-0.620, 0.442, 3.191], [0.394, 3.626, -1.213], [1.653, -1.143, 0.951], [-3.285, 0.224, -0.980], [1.734, -2.361, -1.591], [0.147, -2.091, 0.620], [2.676, -2.375, -1.146], [-0.114, 0.595, 0.514], [1.070, -3.909, -1.154], [0.106, 0.985, 2.184], [1.013, -1.123, -1.085], [0.371, -4.121, -2.250], [-1.777, 0.277, 0.271], [1.366, 3.372, 0.170], [0.453, 3.034, -0.316], [-1.898, 0.966, -1.728], [-1.691, 0.728, 3.164], [0.500, 1.655, -0.617], [0.717, -1.160, 0.381], [-2.841, 1.887, -0.584], [-0.379, 3.068, 0.337], [-0.398, -0.665, 3.195], [0.024, -1.054, -1.650], [-2.433, 0.910, -0.816], [1.621, -0.249, -1.301], [-0.298, 0.843, 4.138], [1.890, -2.363, -2.685]],
  "forces_ev_per_a": [[-1.0, -1.6, 1.1], [-0.6, 0.0, -0.4], [-0.1, -0.1, 0.0], [0.1, 0.6, -0.3], [-0.3, 1.1, -1.6], [0.1, 1.1, 0.1], [1.9, 0.1, 0.6], [-0.8, -2.7, 2.4], [-0.6, -1.6, 0.8], [1.0, 2.0, -4.0], [-1.0, -0.9, -1.6], [-0.4, -0.1, -0.4], [2.3, 1.4, -0.1], [0.0, -0.2, 0.4], [0.7, -0.2, 0.1], [1.0, 0.0, -0.8], [0.3, -0.7, -0.3], [0.2, -1.5, 0.7], [-0.5, 1.3, 0.2], [0.1, 0.3, 0.3], [-0.9, 1.6, 0.7], [-0.9, 0.8, 0.3], [1.1, 0.2, 0.5], [-2.1, -1.4, 0.8], [0.0, 0.0, -0.4], [0.5, 0.1, 0.4], [0.0, 0.3, 0.5]],
  "gap_ev": 9.6389,
  "smiles": "CO[Si](CCCS)(OC)OC",
  "lumo_energy_ev": 0.765,
  "homo_ev": -8.874,
  "energy_ev": -31338.4956,
  "e_above_lowest_kj_mol": 97.6,
  "multiplicity": 1
}

# 4
{
  "formula": "C6H16S2",
  "method": "the ωB97M-V functional and the def2-TZVPD basis",
  "symbols": ["H", "H", "H", "H", "S", "C", "C", "H", "H", "H", "H", "H", "H", "C", "C", "H", "H", "C", "H", "S", "H", "C", "H", "H"],
  "positions_angstrom": [[3.335, 1.551, 0.829], [-2.089, -3.006, 0.893], [2.329, 1.586, 2.310], [2.299, -0.703, 1.243], [-0.054, 0.034, -2.325], [0.326, 1.700, -1.759], [2.304, 1.475, 1.213], [-2.549, -1.276, 0.840], [-1.929, -1.991, 2.361], [-2.383, 0.722, -2.206], [-0.303, -1.655, -0.251], [-1.810, 0.060, -0.643], [-2.158, -1.045, -2.009], [-0.408, -1.642, 0.851], [-1.754, -0.055, -1.739], [-0.339, 2.446, -2.226], [0.315, -2.370, 1.267], [-1.832, -1.999, 1.262], [1.681, 0.012, -0.275], [0.010, 0.011, 1.458], [0.235, 1.785, -0.663], [1.701, 0.130, 0.826], [1.366, 1.929, -2.044], [1.709, 2.302, 0.789]],
  "forces_ev_per_a": [[-0.4, 0.0, 0.2], [0.0, 0.4, 0.2], [0.0, 0.0, -0.4], [-0.3, 0.4, -0.1], [-0.2, 0.2, -0.1], [0.1, 0.6, 0.1], [0.1, 0.1, 0.1], [0.2, -0.3, 0.2], [0.0, 0.0, -0.4], [0.3, -0.3, 0.1], [0.0, 0.0, 0.6], [0.1, 0.0, -0.5], [0.2, 0.4, 0.1], [0.2, -0.4, -0.3], [-0.6, 0.0, 0.1], [0.3, -0.3, 0.1], [-0.3, 0.3, -0.1], [-0.1, -0.1, 0.1], [0.0, 0.0, 0.6], [0.1, -0.1, 0.0], [-0.1, -0.1, -0.5], [0.4, -0.3, -0.3], [-0.4, -0.1, 0.1], [0.3, -0.2, 0.2]],
  "gap_ev": 9.1401,
  "smiles": "CCSCC.CSC",
  "lumo_energy_ev": 0.926,
  "homo_ev": -8.214,
  "energy_ev": -28151.9307,
  "e_above_lowest_kj_mol": 30.8,
  "multiplicity": 1
}

# 5
{
  "formula": "C6H16SSi",
  "method": "the ωB97M-V functional and the def2-TZVPD basis",
  "symbols": ["C", "C", "H", "H", "H", "S", "H", "H", "H", "H", "H", "H", "H", "H", "C", "H", "C", "H", "C", "H", "C", "Si", "H", "H"],
  "positions_angstrom": [[-1.950, 0.627, 0.189], [-0.811, -0.344, -1.792], [-0.329, -1.129, -2.144], [-1.126, -2.095, 1.219], [-0.699, -2.721, -0.399], [2.261, -1.565, -0.423], [-1.866, -0.311, -2.151], [-0.325, 0.516, -1.980], [-1.970, 0.510, 1.312], [1.747, 0.756, 2.524], [0.311, 0.327, 2.783], [-2.302, -2.293, 0.000], [-1.499, 1.502, -0.041], [1.189, 2.154, -1.913], [-1.235, -1.939, 0.069], [2.883, 2.409, -0.798], [1.089, 0.040, 2.196], [3.192, -0.986, 0.352], [-0.919, -0.493, -0.225], [-2.966, 0.347, -0.203], [1.803, 2.518, -1.103], [0.798, -0.077, 0.312], [1.598, -0.816, 2.622], [1.126, 3.063, -0.405]],
  "forces_ev_per_a": [[-0.6, -5.4, 2.7], [-4.6, 0.5, 3.2], [2.2, -3.6, -2.1], [0.2, 0.0, -1.6], [1.1, -0.3, -0.7], [-0.6, 0.5, 0.2], [0.8, 0.0, -0.2], [1.5, 3.0, -1.2], [-0.5, 0.6, -0.9], [2.1, 2.3, -0.1], [-3.1, 0.2, 1.5], [0.5, 0.9, -0.6], [0.6, 3.1, -1.0], [1.0, -0.2, -0.6], [-2.3, -0.4, 4.2], [-1.5, 0.0, -1.0], [1.2, -1.8, -1.9], [0.0, -0.1, -0.1], [-0.6, 0.5, -2.6], [1.0, 0.8, 0.1], [-1.1, -0.8, 2.7], [2.0, 1.0, 0.6], [-0.5, -0.8, -0.1], [1.0, -0.1, -0.4]],
  "gap_ev": [8.0729, 7.3847],
  "lumo_energy_ev": [-0.032, 0.280],
  "homo_ev": [-8.105, -7.104],
  "energy_ev": -25190.7424,
  "e_above_lowest_kj_mol": 317.6,
  "multiplicity": 1
}

# 6
{
  "formula": "C6H16Si4",
  "method": "the ωB97M-V functional and the def2-TZVPD basis",
  "symbols": ["H", "Si", "Si", "H", "H", "H", "C", "H", "H", "C", "H", "H", "H", "C", "H", "H", "H", "H", "Si", "Si", "C", "C", "H", "H", "H", "C"],
  "positions_angstrom": [[-2.711, 0.435, 1.032], [-0.810, 1.591, -0.111], [1.059, -0.148, -1.577], [-0.675, 1.208, -2.522], [1.871, 0.127, 2.872], [-0.468, -1.466, 2.696], [-2.156, 0.214, 0.135], [2.951, 0.565, -0.185], [1.862, -0.439, -2.794], [-0.292, -1.523, -1.304], [0.301, -2.508, 1.498], [-2.908, 0.280, -0.564], [-0.800, -1.229, -2.219], [0.077, 1.409, -1.773], [0.193, -2.503, -1.561], [-0.175, 1.922, 2.202], [0.705, 2.291, -1.932], [-2.382, -2.650, 0.409], [1.164, -0.015, 1.506], [-1.395, -1.572, 0.305], [2.180, -0.224, -0.122], [-0.071, -1.481, 1.678], [-1.647, 2.813, -0.058], [2.627, -1.186, -0.061], [1.095, 2.467, 1.135], [0.404, 1.623, 1.314]],
  "forces_ev_per_a": [[0.0, 0.3, 0.8], [-1.5, -0.2, 0.0], [-0.6, -1.5, 0.2], [-0.1, 0.4, -0.5], [0.0, -0.5, -0.9], [-0.1, -0.1, 0.0], [2.4, -1.0, 1.8], [-0.1, -0.4, 0.1], [-0.1, -0.1, -0.1], [1.0, -0.6, -0.2], [0.7, 0.5, 0.4], [-1.5, 0.1, -2.2], [-1.0, -0.4, -0.1], [0.2, 0.0, 1.4], [-0.3, 0.7, 0.3], [0.1, -0.2, -0.1], [-0.3, -0.1, -0.4], [0.0, -0.3, 0.0], [1.0, -1.0, 0.4], [1.4, 3.2, -1.3], [-0.2, 1.4, 1.6], [-0.6, -0.2, -0.6], [0.2, 0.3, -0.1], [0.7, -0.9, -0.2], [0.1, -0.6, 0.0], [-1.3, 1.2, -0.2]],
  "gap_ev": 10.1150,
  "lumo_energy_ev": 0.610,
  "homo_ev": -9.505,
  "energy_ev": -37993.8419,
  "e_above_lowest_kj_mol": 93.3,
  "multiplicity": 1
}

# 7
{
  "formula": "C6H17BeCaN8O10",
  "method": "the ωB97M-V functional and the def2-TZVPD basis",
  "symbols": ["O", "H", "N", "C", "N", "N", "C", "N", "H", "H", "O", "O", "N", "H", "H", "Ca", "C", "O", "H", "C", "H", "H", "H", "N", "O", "C", "Be", "O", "O", "O", "H", "H", "O", "O", "H", "H", "H", "H", "C", "N", "N", "H", "H"],
  "positions_angstrom": [[3.734, 8.879, 33.155], [-1.862, 1.207, 31.361], [0.644, 6.922, 36.404], [-0.214, 2.091, 30.568], [1.010, 1.721, 30.187], [-1.089, 1.103, 30.724], [4.719, 8.371, 33.713], [1.782, 5.772, 34.892], [6.097, 5.089, 32.634], [1.626, 2.471, 29.914], [-0.548, 3.244, 30.855], [-1.378, 8.911, 31.795], [5.808, 4.162, 32.878], [0.139, 7.772, 36.608], [6.840, 1.492, 34.277], [-0.549, 5.622, 30.346], [6.721, 3.241, 33.204], [3.696, 5.489, 31.368], [5.261, 2.157, 34.047], [-1.233, 8.204, 30.750], [3.691, 4.760, 30.723], [5.002, 6.899, 32.328], [2.370, 5.363, 35.595], [6.260, 2.281, 34.044], [0.822, 7.723, 34.296], [0.996, 6.834, 35.130], [1.347, 8.959, 32.197], [-2.094, 7.499, 30.172], [7.901, 3.352, 32.900], [-0.025, 7.895, 30.491], [6.189, 8.617, 35.047], [2.022, 5.926, 33.915], [1.796, 4.919, 30.384], [1.682, 6.263, 32.065], [0.742, 6.183, 37.076], [6.273, 7.110, 33.572], [-0.800, 0.147, 30.594], [5.113, 10.018, 34.674], [2.353, 5.569, 31.279], [5.442, 9.074, 34.552], [5.392, 7.339, 33.146], [4.845, 3.960, 33.086], [1.112, 0.733, 30.037]],
  "forces_ev_per_a": [[-2.3, 0.2, -0.2], [0.0, 0.4, -0.2], [-1.5, 1.6, 0.9], [-0.2, 0.3, 0.9], [-0.1, 0.4, -0.2], [-1.0, -1.7, 0.2], [0.9, 0.3, -3.8], [-0.2, -0.3, -2.1], [0.0, -0.3, -0.2], [0.4, -0.4, -0.1], [-0.2, 1.5, -0.4], [0.0, 1.4, 0.0], [-1.6, 0.4, -0.5], [-0.1, -0.3, 0.6], [0.0, 0.1, -0.3], [0.5, 0.4, 0.4], [2.8, 0.0, 0.6], [-0.7, -0.8, -0.4], [0.1, -0.4, 0.3], [-0.7, 0.2, 3.4], [1.8, -0.1, -0.2], [0.0, -0.3, 0.2], [0.0, 0.0, -0.2], [-0.9, -0.6, 0.2], [-0.9, 1.2, -1.0], [2.0, 0.0, 1.0], [-2.2, -3.6, 0.1], [-1.0, -0.9, -0.7], [-0.4, -0.1, 0.0], [5.5, -0.2, -0.9], [0.1, 0.7, 0.2], [1.0, -1.1, 0.0], [-0.1, -1.2, -1.7], [0.5, 1.1, 0.8], [-0.2, 0.0, -0.1], [0.0, -0.4, -0.6], [0.0, 0.1, 0.0], [0.4, -0.1, 0.7], [-1.8, 1.5, 0.9], [0.0, 0.6, 1.8], [-0.7, -0.4, 0.9], [0.0, 0.6, 0.0], [0.9, 0.3, -0.4]],
  "gap_ev": 5.5378,
  "lumo_energy_ev": -5.679,
  "homo_ev": -11.217,
  "energy_ev": -57732.4630,
  "charge": 1,
  "e_above_lowest_kj_mol": 104.2,
  "multiplicity": 1
}

# 8
{
  "formula": "C6H17ClN3",
  "method": "the ωB97M-V functional and the def2-TZVPD basis",
  "symbols": ["C", "Cl", "H", "H", "H", "H", "H", "N", "H", "C", "H", "H", "C", "C", "H", "H", "H", "H", "N", "C", "H", "H", "H", "C", "H", "H", "N"],
  "positions_angstrom": [[2.522, 1.505, -1.151], [-0.652, -1.042, 1.059], [-0.242, 0.632, -2.573], [-3.855, 0.080, 1.820], [2.567, -3.718, 1.446], [-2.908, 2.583, 0.573], [3.062, -0.338, -2.004], [2.162, 0.291, -2.008], [3.313, -2.223, 1.821], [-0.341, 0.071, -1.669], [-4.351, 2.360, 1.503], [1.202, -1.577, -1.939], [-3.701, 1.913, 0.736], [1.019, -0.591, -1.401], [2.975, 2.175, -1.831], [-2.633, 0.091, 0.814], [3.287, 1.115, -0.408], [-2.631, 1.135, 2.172], [-3.200, 0.737, 1.399], [2.327, -2.687, 1.731], [-0.686, 0.632, -0.736], [-4.355, 1.849, -0.174], [1.641, 1.874, -0.702], [0.859, -1.449, 0.121], [1.792, -2.678, 2.673], [-0.998, -0.686, -1.889], [1.824, -2.051, 0.616]],
  "forces_ev_per_a": [[1.4, -3.5, -0.2], [-0.6, -0.3, 0.9], [0.0, 0.9, -0.3], [-0.7, 0.4, 0.1], [-0.2, 0.0, 0.2], [1.1, 0.7, -0.4], [-2.3, 1.5, -0.2], [0.5, -2.3, 3.0], [0.0, -0.1, 0.7], [2.0, 1.1, 1.6], [0.1, 0.3, -0.4], [-0.7, 1.4, 0.0], [-3.4, 1.4, -0.2], [0.5, -1.9, -0.7], [0.4, 1.1, -0.4], [0.5, 0.6, 0.2], [-1.0, 1.1, -0.4], [0.0, -1.0, -0.5], [1.3, -1.6, 0.4], [1.4, -0.9, 0.6], [0.4, -0.3, -1.7], [1.0, -0.8, 0.8], [-0.8, 0.6, 0.6], [3.9, 1.5, -0.7], [-0.4, 0.2, 0.1], [-2.0, -1.8, -0.2], [-2.5, 1.6, -2.9]],
  "gap_ev": 8.2002,
  "lumo_energy_ev": -3.555,
  "homo_ev": -11.755,
  "energy_ev": -23480.7886,
  "charge": 1,
  "e_above_lowest_kj_mol": 22.7,
  "multiplicity": 1
}